Here is C15H30CdO19S as an isolated structure at a distorted geometry from OMol25. Energies are from ωB97M-V with the def2-TZVPD basis set.

Last column: natural (NBO) charge in e.
Cartesian coordinates (Å):
1 Cd -0.14905 -0.76137 -0.02135  1.79
2 S -0.68975 -3.24762 0.54484  2.64
3 O -1.90521 -3.98731 0.21196  -1.07
4 O 0.05534 -2.73505 -0.54500  -1.18
5 O -0.97170 -2.01806 1.19694  -1.20
6 O 0.03062 -4.20549 1.35145  -1.07
7 C -3.02898 -0.35138 3.13183  -0.27
8 O -2.51894 0.90198 3.52980  -0.49
9 C -1.30646 1.20881 3.09429  0.99
10 O -0.67268 0.65106 2.18320  -0.68
11 O -0.97745 2.26822 3.77464  -0.49
12 C 0.33071 2.87978 3.56813  -0.28
13 H -3.54384 -0.40627 2.17266  0.19
14 H -3.84145 -0.56718 3.82568  0.19
15 H -2.21846 -1.07994 3.11286  0.24
16 H 0.49574 3.85252 4.03142  0.21
17 H 0.75594 2.75599 2.57216  0.20
18 H 0.94987 2.25063 4.20759  0.19
19 C -0.53762 0.46396 -4.17968  -0.26
20 O 0.52087 -0.48558 -4.24815  -0.49
21 C 0.99728 -1.03199 -3.11208  1.04
22 O 0.80825 -0.58709 -1.95826  -0.74
23 O 1.73008 -2.08073 -3.47803  -0.48
24 C 2.45642 -2.88614 -2.57376  -0.26
25 H -0.08716 1.43278 -3.96393  0.18
26 H -1.27327 0.31205 -3.38984  0.20
27 H -1.05518 0.65042 -5.12068  0.21
28 H 3.16524 -3.36783 -3.24728  0.19
29 H 1.74760 -3.60096 -2.15578  0.24
30 H 2.95941 -2.31415 -1.79407  0.21
31 C 2.53086 2.65545 0.11542  -0.27
32 O 1.37702 3.25647 -0.49566  -0.51
33 C 0.32739 2.42687 -0.68459  1.04
34 O 0.23952 1.29226 -0.18533  -0.67
35 O -0.63570 3.02574 -1.46855  -0.52
36 C -0.50255 4.35280 -2.06195  -0.26
37 H 2.66964 1.58535 -0.03863  0.23
38 H 2.45450 2.88280 1.17871  0.18
39 H 3.45408 3.06955 -0.28988  0.20
40 H -1.07839 5.13786 -1.57186  0.20
41 H -0.99134 4.19919 -3.02402  0.20
42 H 0.48799 4.64305 -2.41225  0.21
43 C 4.52185 -3.28886 1.02035  -0.25
44 O 3.60622 -2.28176 0.55501  -0.52
45 C 2.66781 -1.64369 1.26840  1.06
46 O 1.86734 -0.90057 0.71245  -0.75
47 O 2.76221 -1.84879 2.51320  -0.48
48 C 1.86230 -1.17202 3.40288  -0.28
49 H 5.19227 -3.00213 1.83052  0.19
50 H 5.21256 -3.40563 0.18525  0.20
51 H 3.98232 -4.20363 1.26571  0.21
52 H 1.79790 -0.11681 3.13735  0.19
53 H 2.11591 -1.26712 4.45869  0.20
54 H 0.86846 -1.55689 3.17425  0.24
55 C -2.87846 -1.69930 -2.55368  -0.27
56 O -3.38282 -0.42766 -2.36546  -0.47
57 C -3.07468 0.20589 -1.30370  1.03
58 O -2.04481 0.06400 -0.60066  -0.73
59 O -3.94654 1.22853 -1.16763  -0.49
60 C -3.85970 2.05548 -0.05465  -0.26
61 H -1.78876 -1.67920 -2.53831  0.20
62 H -3.28769 -1.86807 -3.54975  0.19
63 H -3.31024 -2.49393 -1.94520  0.24
64 H -3.03626 2.73943 -0.26024  0.19
65 H -3.61390 1.54300 0.87543  0.20
66 H -4.79247 2.57828 0.15679  0.20

Computed properties:
**Highest occupied orbital energy**: -0.24405 Eh
**Molar mass**: 658.9 g mol⁻¹
**ΔE to the lowest compared entry with this formula, charge and spin**: 0.00 kcal per mole

***

Here is a 5-piece molecular cluster, C15H30Cl8N5O5 overall at a distorted geometry from OMol25. Energies are from ωB97M-V with the def2-TZVPD basis set.

Last column: natural (NBO) charge in e.
Cartesian coordinates (Å):
1 C 4.57790 1.75470 -1.06560  -0.63
2 C 3.38580 2.63593 -1.55986  -0.07
3 O 3.47332 2.77694 -2.97216  -0.53
4 C 2.24173 3.27025 -3.51636  -0.10
5 C 2.19554 4.81476 -3.24984  -0.11
6 O 0.87206 5.37238 -3.07847  -0.52
7 C 0.21102 4.84554 -1.95619  0.10
8 N -0.79243 3.88112 -2.48538  -0.58
9 C -1.74540 3.32583 -1.76666  0.56
10 N -1.93304 3.61871 -0.43987  -0.45
11 C -3.02104 2.84416 -0.13229  0.24
12 N -3.43703 2.14952 -1.19611  0.07
13 O -4.52437 1.33884 -1.09679  -0.45
14 N -2.63501 2.40655 -2.27069  0.04
15 O -2.74990 1.87199 -3.48475  -0.25
16 N -3.63580 2.69241 -4.32453  0.42
17 O -3.02011 3.15065 -5.17430  -0.12
18 H 4.43638 1.42095 -0.01502  0.22
19 H 4.67392 0.90804 -1.77210  0.22
20 H 5.48502 2.39516 -1.10144  0.22
21 H 2.41856 2.21045 -1.20107  0.16
22 H 3.49616 3.62455 -1.03942  0.16
23 H 2.17252 3.07375 -4.60614  0.21
24 H 1.43262 2.68992 -3.01509  0.16
25 H 2.61398 5.30503 -4.15790  0.22
26 H 2.82289 5.15114 -2.40072  0.20
27 H -0.32888 5.64509 -1.40716  0.21
28 H 0.94214 4.36102 -1.27078  0.20
29 H -0.71079 3.60527 -3.46162  0.43
30 H -3.48697 2.81413 0.86237  0.26
31 H -5.28295 1.95348 -1.02907  0.51
32 Cl 0.46064 1.03494 0.78417  -0.07
33 C -0.84349 -0.09461 1.23895  -0.38
34 C -1.03036 -0.17355 2.73621  -0.40
35 Cl 0.34629 -0.95983 3.54079  -0.03
36 H -0.60926 -1.06862 0.81287  0.23
37 H -1.75883 0.27076 0.77012  0.20
38 H -1.91494 -0.76747 2.96736  0.23
39 H -1.15894 0.81450 3.17674  0.22
40 Cl -8.86098 0.47369 -5.69495  -0.03
41 C -7.09369 0.65055 -5.61340  -0.40
42 C -6.54174 0.22805 -4.27244  -0.37
43 Cl -7.02010 1.34915 -2.96680  -0.09
44 H -6.84688 1.68722 -5.83936  0.22
45 H -6.67428 0.02076 -6.39813  0.23
46 H -5.45166 0.22463 -4.30400  0.21
47 H -6.87663 -0.77037 -3.99748  0.24
48 Cl 3.51858 -3.00821 5.41126  -0.05
49 C 2.62150 -3.87714 4.13465  -0.39
50 C 3.25622 -5.19994 3.78042  -0.39
51 Cl 4.82259 -4.99485 2.95219  -0.07
52 H 2.55576 -3.22407 3.26558  0.22
53 H 1.61270 -4.04101 4.51462  0.22
54 H 2.60698 -5.74926 3.09786  0.22
55 H 3.41848 -5.81030 4.66031  0.23
56 Cl 2.75179 -6.11516 7.01001  -0.06
57 C 3.83643 -7.52196 6.84425  -0.39
58 C 3.13119 -8.82458 7.13965  -0.39
59 Cl 2.70026 -8.97983 8.86030  -0.05
60 H 4.68822 -7.36903 7.50435  0.23
61 H 4.19924 -7.52385 5.81522  0.22
62 H 3.78740 -9.66136 6.90071  0.23
63 H 2.21962 -8.92749 6.55298  0.22

Computed properties:
**Highest occupied orbital energy**: -0.43169 Eh
**Charge**: +1
**Molar mass**: 644.1 g mol⁻¹

***

Here is C15H30ClN6O7P2W as an isolated structure at a distorted geometry from OMol25. Energies are from ωB97M-V with the def2-TZVPD basis set.

Last column: Mulliken spin population.
Cartesian coordinates (Å):
1 W -1.29837 -0.71635 0.32854  1.90
2 C 3.41699 -0.35527 1.11134  0.00
3 N 2.93351 0.38346 -0.08265  0.00
4 C 3.87189 1.42239 -0.58423  0.00
5 P 1.39704 0.53955 -0.41688  -0.04
6 O 0.57246 -0.63750 0.32034  -0.02
7 O 0.72582 1.84156 0.19275  -0.01
8 P -0.68847 2.31382 0.93082  0.00
9 O -1.72086 1.28329 0.42400  0.06
10 N -0.91356 3.77832 0.37798  0.00
11 C 0.16874 4.73096 0.05337  0.00
12 C -2.29851 4.28982 0.20887  0.00
13 N -0.49015 2.19192 2.51606  0.00
14 C -0.62282 0.91501 3.22935  0.07
15 C 0.31093 3.22938 3.20845  0.00
16 N 1.08715 0.55491 -1.98408  0.00
17 C 2.02932 0.03644 -3.00843  0.00
18 C -0.28394 0.86475 -2.42150  0.12
19 H 4.38580 -0.78381 0.86388  0.00
20 H 2.74339 -1.16532 1.37103  0.00
21 H 3.53720 0.32256 1.95638  0.00
22 H 4.82995 0.94658 -0.78153  0.00
23 H 4.00662 2.20415 0.16272  0.00
24 H 3.50604 1.86375 -1.50977  0.00
25 H 1.14073 4.33064 0.32793  0.00
26 H 0.00108 5.65626 0.60281  0.00
27 H 0.16040 4.94764 -1.01414  0.00
28 H -3.02849 3.57695 0.58624  0.00
29 H -2.49045 4.47540 -0.84636  0.00
30 H -2.40486 5.21876 0.76617  0.00
31 H -1.60240 0.47355 3.05059  -0.01
32 H -0.56760 1.11477 4.29741  0.01
33 H 0.18417 0.21310 3.00133  -0.01
34 H 0.21135 4.18667 2.70340  0.00
35 H 1.36440 2.95028 3.25578  0.00
36 H -0.07532 3.34673 4.21811  0.00
37 H 2.90890 -0.38808 -2.53377  0.00
38 H 2.33105 0.84546 -3.67032  0.00
39 H 1.53922 -0.73915 -3.59436  0.00
40 H -0.56040 1.89507 -2.20614  0.01
41 H -1.03433 0.19779 -1.95194  -0.02
42 H -0.35673 0.69846 -3.49293  0.00
43 O -5.00368 0.00350 0.27426  0.01
44 Cl -4.06766 -1.02474 0.26742  0.02
45 O -3.06916 -0.87592 1.43304  0.00
46 O -4.55063 -2.33637 0.22338  0.00
47 O -3.01989 -0.81086 -0.83911  -0.02
48 N -1.80963 -4.87941 0.80885  0.00
49 C -1.97533 -3.63550 1.18029  -0.01
50 N -1.29688 -2.79164 0.37609  -0.01
51 C -0.64882 -3.60635 -0.59259  -0.04
52 C 0.16712 -3.28620 -1.66940  0.03
53 C 0.64056 -4.33736 -2.43170  0.01
54 C 0.31861 -5.66860 -2.13098  0.00
55 C -0.49587 -5.99084 -1.06327  0.00
56 C -0.97191 -4.92595 -0.31499  0.00
57 H -2.23747 -5.67571 1.26634  0.00
58 H -2.57845 -3.33601 2.02242  0.00
59 H 0.42592 -2.26206 -1.91292  -0.01
60 H 1.27492 -4.13668 -3.28486  0.00
61 H 0.71608 -6.46026 -2.75121  0.00
62 H -0.74476 -7.01769 -0.82769  0.00

Computed properties:
**Highest occupied orbital energy (alpha / beta)**: -0.64526 / -0.64721 Eh
**Charge**: +3
**Molar mass**: 687.7 g mol⁻¹
**Multiplicity**: 3
**ΔE to the lowest compared entry with this formula, charge and spin**: 27.02 kcal per mole